Formula: BH3S
Source: the OMol25 dataset
Level of theory: the ωB97M-V functional and the def2-TZVPD basis

- net charge = 0
- ΔE to the lowest compared entry with this formula, charge and spin (kcal/mol) = 7.2
- electronic energy (Ha) = -424.8077
- structure (SMILES) = BS
- M (g mol⁻¹) = 45.903
- HOMO level (eV) = -10.52

XYZ file:
```
5
Properties=species:S:1:pos:R:3:forces:R:3:nbo_charge:R:1
B -0.486768 -0.166117 0.007067 0.2630 -1.1649 -1.3432 0.070
S 0.941953 -1.169737 0.027954 -2.2384 -3.5474 -0.0092 -0.103
H -0.205316 0.903188 -0.221755 -0.4151 1.9303 0.3599 -0.052
H -1.485804 -0.768048 -0.281936 0.1465 0.3667 0.5836 -0.029
H 1.958098 -0.478308 0.229370 2.2440 2.4154 0.4089 0.113
```
Forces are in eV/Å.

=====

Formula: C26H29BN12NiO2S
Source: the OMol25 dataset
Level of theory: the ωB97M-V functional and the def2-TZVPD basis

- spin multiplicity = 4
- net charge = +1
- electronic energy (Ha) = -3746.9979
- M (g mol⁻¹) = 643.172
- HOMO level (alpha / beta) (eV) = -10.93 / -10.93

XYZ file:
```
72
Properties=species:S:1:pos:R:3:forces:R:3:lowdin_charge:R:1
Ni 0.069435 1.455700 0.388971 0.8938 -0.4048 1.3875 0.688
C -2.811540 -0.406506 -0.730158 0.1221 0.1382 0.0109 -0.018
C -1.701417 -1.062943 0.022118 -0.0038 -0.1623 0.2025 -0.332
C -1.531383 -2.426770 0.277294 -0.0392 -0.0005 -0.0777 -0.019
C -0.414671 -2.508157 1.085457 -0.0369 0.0428 -0.0005 -0.038
N 0.043178 -1.266257 1.293386 -0.0629 -0.3002 0.0962 0.045
N -0.739955 -0.379285 0.645486 -0.0497 0.0051 -0.3787 0.043
B 1.225497 -0.770023 2.199985 0.1169 0.0849 -0.2455 -0.598
N 0.641518 0.374969 3.080351 -0.0106 -0.0593 0.1771 0.050
C 0.490752 0.518109 4.409100 -0.1065 0.1009 0.0735 -0.043
C -0.084478 1.739551 4.666730 0.0028 0.0462 -0.0065 -0.001
C -0.276655 2.317365 3.408308 0.0785 -0.1636 0.1239 -0.320
C -0.893177 3.635834 3.087855 0.0021 -0.1386 -0.0839 -0.030
N 0.158530 1.487598 2.466376 -0.1346 0.2583 -0.0453 0.037
N 2.308953 -0.143747 1.283582 0.0774 -0.1572 0.0297 0.032
C 3.606654 -0.450802 1.121743 0.0164 0.0813 0.0493 -0.037
C 4.161804 0.464519 0.256104 0.0343 0.1165 -0.0376 0.002
C 3.118205 1.331913 -0.090238 0.0890 -0.1969 0.2988 -0.317
C 3.170330 2.547431 -0.949949 -0.2189 -0.1161 -0.0839 -0.017
N 2.008539 0.937361 0.535031 -0.0161 0.1073 -0.3496 0.027
N 1.831358 -1.955345 2.934212 -0.0896 0.0793 0.2323 0.003
C 2.047949 -2.289514 4.234351 0.0327 0.0093 0.0083 -0.062
C 2.672714 -3.504997 4.265000 0.0676 -0.1560 -0.0994 -0.014
C 2.817262 -3.874314 2.908614 -0.0937 0.2151 0.3016 -0.349
C 3.438378 -5.110410 2.350411 -0.0181 0.0332 -0.0962 -0.030
N 2.312049 -2.937494 2.128294 0.0271 -0.1737 -0.3270 0.089
H -3.523699 -1.157707 -1.067411 -0.0361 -0.0013 0.0239 0.082
H -2.448169 0.135734 -1.604365 -0.0719 0.0029 0.0279 0.040
H -3.338017 0.304049 -0.090770 -0.0353 -0.0009 -0.0310 0.090
H -2.151736 -3.239880 -0.061272 -0.0192 0.0124 0.0443 0.102
H 0.078496 -3.362866 1.510326 0.0405 0.0277 0.0528 0.117
H 0.771529 -0.235185 5.116466 0.0100 0.0130 -0.0775 0.097
H -0.323229 2.160537 5.627920 -0.0047 -0.0134 -0.0057 0.110
H -0.854591 4.289992 3.955379 0.0117 0.0367 -0.0148 0.086
H -1.941825 3.496028 2.816562 -0.0013 0.0696 0.0148 0.076
H -0.369104 4.112429 2.259330 -0.0241 0.0550 0.0171 0.071
H 4.048646 -1.290120 1.627170 -0.0365 -0.0116 0.0249 0.120
H 5.185167 0.518265 -0.073255 -0.0095 -0.0173 0.0137 0.109
H 4.179594 2.950975 -0.976037 0.0013 0.0358 0.0452 0.086
H 2.489792 3.316221 -0.580207 0.0481 0.0279 0.0013 0.077
H 2.881275 2.302823 -1.969584 0.0152 0.0240 -0.1214 0.058
H 1.776975 -1.671638 5.067242 0.0317 -0.0089 -0.0627 0.091
H 2.986494 -4.058087 5.134305 -0.0088 0.0355 0.0026 0.104
H 3.774461 -5.760525 3.154984 0.0143 -0.0319 -0.0179 0.076
H 4.293782 -4.861697 1.721895 0.0127 -0.0304 0.0142 0.078
H 2.724178 -5.656959 1.733922 0.0203 -0.0299 0.0148 0.076
N -3.615903 -2.680720 -5.078639 0.2763 0.1494 -0.0589 0.236
C -2.708966 -1.818756 -4.620864 -0.2392 -0.2186 -0.0323 -0.247
C -1.753531 -2.241657 -3.654692 0.3321 -0.0350 0.2477 0.030
C -0.810726 -1.363080 -3.208661 -0.0971 -0.3753 -0.0288 -0.023
C -0.802346 -0.050700 -3.709708 0.1893 0.2067 0.0114 -0.208
C -1.753035 0.395873 -4.640606 -0.2203 -0.1132 -0.2149 -0.016
C -2.698588 -0.477161 -5.094839 0.0586 0.3892 -0.0881 0.036
S 0.468673 1.035173 -3.121607 0.1107 0.5729 1.3080 0.595
O 1.611216 0.210646 -2.890938 -0.0619 -0.1766 0.0190 -0.262
O 0.567064 2.164262 -3.991951 -0.2605 -0.1893 -0.1169 -0.256
N -0.119925 1.455028 -1.643064 0.1187 -0.0619 -1.2578 -0.095
C -1.123374 2.352912 -1.555548 -1.1114 1.0787 -0.4468 -0.478
N -1.965925 2.631698 -2.560775 0.3504 -0.2558 -0.2000 0.139
C -2.829594 3.617486 -2.389635 -0.0482 0.0641 0.1740 -0.091
C -2.927290 4.333010 -1.204256 0.0905 -0.0790 -0.0238 -0.026
C -2.121882 3.898384 -0.169206 -0.2212 0.1887 0.1381 -0.094
N -1.244745 2.914245 -0.315657 0.2608 -0.5261 -0.6805 0.085
H -3.576046 -3.655289 -4.819034 -0.0894 0.0285 0.0208 0.141
H -4.254737 -2.412196 -5.812733 -0.0397 -0.0500 0.0621 0.141
H -1.771456 -3.261637 -3.290914 -0.0311 0.0023 -0.0128 0.133
H -0.059524 -1.656448 -2.485636 -0.0304 -0.0136 -0.0149 0.135
H -1.702189 1.414350 -4.994613 0.0134 0.0329 0.0240 0.123
H -3.430760 -0.161896 -5.827843 -0.0121 -0.0491 -0.0003 0.131
H -3.485447 3.831439 -3.227572 0.0150 0.0133 0.0195 0.121
H -3.616761 5.153148 -1.081658 -0.0094 -0.0126 0.0196 0.109
H -2.184069 4.355705 0.809642 0.0177 -0.0545 0.0062 0.100
```
Forces are in eV/Å.

=====

Formula: C5H9P
Source: the OMol25 dataset
Level of theory: the ωB97M-V functional and the def2-TZVPD basis

- spin multiplicity = 3
- net charge = 0
- ΔE to the lowest compared entry with this formula, charge and spin (kcal/mol) = 76.4
- electronic energy (Ha) = -536.9596
- M (g mol⁻¹) = 100.101
- HOMO level (alpha / beta) (eV) = -5.87 / -8.88

XYZ file:
```
15
Properties=species:S:1:pos:R:3:forces:R:3:nbo_charge:R:1
C -2.239491 0.337026 0.790043 0.9800 1.9054 -0.7612 -0.171
C -2.516341 0.715872 -0.455374 0.2177 -1.9352 0.5279 -0.195
C -1.214609 -0.076327 -0.174476 -2.7479 0.3186 0.5489 -0.410
C 0.783697 1.672650 -0.437189 0.0536 0.3841 -2.1935 -0.451
C 0.758865 -1.754625 0.731625 -1.6235 -3.7179 -1.0287 -0.887
P -0.661949 -1.726288 -0.498614 0.2239 -0.7762 -0.7490 0.555
H -2.400744 0.626715 1.835707 -0.2532 -0.8005 -0.4663 0.230
H -3.340001 0.889516 -1.165791 0.8442 0.3057 0.4847 0.239
H 0.477054 2.077584 -1.362013 -0.8087 0.2963 -0.8066 0.157
H 1.655886 1.150793 -0.524268 2.0787 -1.8102 -0.0378 0.144
H 0.716337 2.258942 0.375490 -0.6676 1.8134 2.8745 0.148
H 0.250038 -1.697319 1.679905 0.2405 -0.2289 0.5220 0.223
H 1.123777 -0.849103 0.454844 2.3535 2.2711 -0.1423 0.225
H 1.348026 -2.736562 0.550504 -0.6857 2.0569 0.5580 0.237
H 0.079180 -1.458215 -1.721552 -0.2054 -0.0826 0.6696 -0.045
```
Forces are in eV/Å.

=====

Formula: C29H27CuN6O4S2
Source: the OMol25 dataset
Level of theory: the ωB97M-V functional and the def2-TZVPD basis

- spin multiplicity = 2
- net charge = +1
- ΔE to the lowest compared entry with this formula, charge and spin (kcal/mol) = 10.0
- electronic energy (Ha) = -4187.5162
- M (g mol⁻¹) = 651.253
- HOMO level (alpha / beta) (eV) = -10.75 / -10.69

XYZ file:
```
69
Properties=species:S:1:pos:R:3:forces:R:3:nbo_charge:R:1
Cu 0.844680 -1.217859 0.424513 -0.4119 0.0983 -0.6768 1.371
C -4.818054 3.754948 1.737066 0.0125 -0.0720 -0.0035 -0.638
C -4.124267 2.422911 1.867106 -0.0372 0.0783 -0.0399 0.010
C -3.868151 1.867369 3.115278 -0.0246 0.0100 0.0433 -0.217
C -3.226076 0.640869 3.238331 -0.0525 -0.0559 -0.0843 -0.162
C -2.844769 -0.031815 2.088704 0.0477 0.0915 0.0008 -0.369
C -3.101027 0.493248 0.826374 -0.0054 -0.0131 0.0728 -0.199
C -3.738012 1.714609 0.724159 -0.0459 0.0162 -0.0414 -0.168
S -1.900935 -1.510788 2.200081 0.1804 0.0512 0.0344 2.353
O -2.266838 -2.380691 1.120068 -0.0599 -0.0647 -0.1238 -0.952
O -1.976129 -1.984044 3.552684 0.0388 -0.0142 0.0899 -0.948
N -0.390908 -1.013042 1.854806 -0.1994 0.0239 0.5259 -1.040
C 0.533520 -0.546362 2.760386 0.0914 0.0459 0.1107 0.400
C 0.445130 -0.348103 4.144481 -0.1412 -0.0257 -0.0891 -0.291
C 1.573877 0.085547 4.801278 0.0767 0.0137 0.0464 -0.113
C 2.771056 0.300218 4.113297 -0.0208 0.0293 0.0480 -0.297
C 2.783771 0.075242 2.759224 -0.0508 0.0849 -0.2174 0.073
N 1.687642 -0.311890 2.093784 -0.1391 -0.0882 0.2462 -0.608
H -4.875118 4.268167 2.696645 0.0056 -0.0271 -0.0374 0.225
H -5.837610 3.627886 1.363948 0.0520 -0.0101 0.0193 0.230
H -4.290222 4.401557 1.033643 -0.0190 -0.0182 0.0257 0.222
H -4.179878 2.398880 4.008018 0.0312 -0.0289 -0.0504 0.222
H -3.042597 0.194928 4.208500 0.0112 0.0579 -0.0563 0.242
H -2.792253 -0.072126 -0.045513 -0.0119 0.0545 0.0560 0.228
H -3.948924 2.132259 -0.256753 0.0324 -0.0034 0.0647 0.200
H -0.473715 -0.570438 4.665021 0.0333 0.0280 -0.0063 0.258
H 1.537625 0.247296 5.871206 -0.0214 -0.0028 -0.0107 0.230
H 3.663339 0.636235 4.621289 -0.0216 -0.0210 -0.0087 0.236
H 3.678415 0.228395 2.165493 -0.0341 -0.0299 0.0074 0.203
O 5.343203 3.841182 -3.750702 -0.0707 -0.0198 -0.0394 -0.646
C 4.201591 3.775942 -3.043521 0.1150 -0.0426 0.0958 0.770
O 3.557353 4.762112 -2.841618 -0.1153 0.0350 -0.0094 -0.540
C 3.785613 2.431879 -2.501381 0.0080 0.0673 -0.0329 -0.156
C 2.868451 2.433391 -1.455567 0.0134 0.0515 -0.0120 -0.157
C 2.409407 1.243331 -0.923611 -0.0290 -0.1884 0.0645 -0.257
C 2.859575 0.024775 -1.430761 -0.0571 -0.1341 -0.1354 0.211
C 3.758393 0.021826 -2.491081 0.0197 -0.1172 -0.0515 -0.233
C 4.224039 1.217998 -3.013194 0.0346 -0.0597 -0.0995 -0.171
N 2.312350 -1.182391 -0.886937 0.6079 0.3038 -0.0538 -0.532
C 2.776545 -2.333351 -1.170412 -0.0668 -0.1436 -0.0650 0.180
C 2.089151 -3.529793 -0.661219 0.0184 0.0433 0.0410 0.110
C 2.463803 -4.803079 -1.034749 0.0998 -0.0483 -0.0616 -0.193
C 1.722777 -5.875808 -0.549936 0.0274 -0.0654 -0.0253 -0.140
C 0.644881 -5.628900 0.275365 0.0189 -0.0485 -0.0044 -0.212
C 0.333038 -4.313373 0.605993 -0.0843 0.1212 0.0679 0.089
N 1.045610 -3.292928 0.151208 0.0707 -0.0091 -0.1310 -0.524
H 5.806494 2.997408 -3.766927 0.0381 -0.0491 0.0292 0.484
H 2.522382 3.386538 -1.076888 -0.0019 -0.0307 0.0172 0.255
H 1.699631 1.252970 -0.108495 -0.0421 -0.0113 0.1026 0.238
H 4.077463 -0.908175 -2.947050 0.0006 0.1413 0.0015 0.217
H 4.895617 1.175335 -3.864726 -0.0305 0.0089 0.0551 0.219
H 3.643602 -2.473898 -1.811124 -0.0452 -0.0332 0.0114 0.195
H 3.308000 -4.953196 -1.696283 -0.0295 -0.0091 0.0367 0.235
H 1.986797 -6.889272 -0.822656 -0.0055 0.0278 0.0024 0.240
H 0.041849 -6.437000 0.664287 -0.0078 0.0219 0.0043 0.246
H -0.516034 -4.065350 1.232716 0.0311 -0.0033 -0.0373 0.249
C -3.741409 -0.663639 -2.590880 0.0534 0.1129 -0.0483 -0.421
N -2.731875 0.389816 -2.678509 -0.2165 -0.1043 -0.0535 -0.347
C -2.985707 1.695470 -3.092485 -0.1135 -0.2850 0.0737 -0.075
C -1.829189 2.372188 -3.008953 0.2045 -0.0556 0.1204 -0.058
N -0.887127 1.466026 -2.547458 0.1238 0.2305 -0.0613 -0.521
C -1.426775 0.246018 -2.351706 -0.2519 0.1737 0.0545 0.277
S -0.650767 -1.175456 -1.835111 0.0829 0.0409 0.1448 -0.362
H -4.234459 -0.778983 -3.553238 0.0184 0.0027 -0.0275 0.222
H -4.478187 -0.411422 -1.830535 -0.0017 0.0374 0.0196 0.222
H -3.248382 -1.590695 -2.316418 0.0423 -0.0054 0.0141 0.258
H -3.965488 2.014834 -3.408969 0.0852 -0.0671 0.0340 0.245
H -1.593701 3.400352 -3.225314 0.0163 -0.0951 0.0063 0.246
H 0.087910 1.653910 -2.394270 0.1223 -0.0031 0.0066 0.438
```
Forces are in eV/Å.

=====

What did the first record say?
Formula: BH3S
Source: the OMol25 dataset
Level of theory: the ωB97M-V functional and the def2-TZVPD basis

- net charge = 0
- ΔE to the lowest compared entry with this formula, charge and spin (kcal/mol) = 7.2
- electronic energy (Ha) = -424.8077
- structure (SMILES) = BS
- M (g mol⁻¹) = 45.903
- HOMO level (eV) = -10.52

XYZ file:
```
5
Properties=species:S:1:pos:R:3:forces:R:3:nbo_charge:R:1
B -0.486768 -0.166117 0.007067 0.2630 -1.1649 -1.3432 0.070
S 0.941953 -1.169737 0.027954 -2.2384 -3.5474 -0.0092 -0.103
H -0.205316 0.903188 -0.221755 -0.4151 1.9303 0.3599 -0.052
H -1.485804 -0.768048 -0.281936 0.1465 0.3667 0.5836 -0.029
H 1.958098 -0.478308 0.229370 2.2440 2.4154 0.4089 0.113
```
Forces are in eV/Å.